# 1
DFT (ωB97M-V with the def2-TZVPD basis set) results for a cluster of 2 separate species, C5H11N4 in total.

Computed properties:
**Largest force on an atom**: 0.08532 hartree/bohr
**HOMO-LUMO gap**: 9.562 eV
**2S+1**: 1
**Total charge**: +1
**LUMO**: -3.3390 eV
**Highest occupied orbital energy**: -0.4741 Eh

Atoms and positions in Å:
C  -2.010  1.179  -2.375
C  -1.256  2.106  -1.802
C  -0.744  0.059  -0.808
C  1.096  -2.696  2.154
C  0.681  -1.494  1.282
N  -1.672  -0.055  -1.789
N  -0.492  1.437  -0.793
N  0.649  1.927  -0.102
N  1.455  -0.491  1.180
H  -2.851  1.364  -3.044
H  -1.214  3.157  -2.121
H  1.814  -3.328  1.706
H  1.346  -2.383  3.261
H  0.229  -3.406  2.039
H  -0.146  -1.316  0.545
H  1.369  2.307  -0.619
H  0.599  2.399  0.782
H  1.031  0.520  0.707
H  -2.202  -0.880  -1.810
H  2.321  -0.406  1.606

Atomic partial charges in e from the Mulliken method, atoms 1 to 2: number 1, C, carries -0.324; number 2, C, carries -0.330

***

# 2
DFT (ωB97M-V with the def2-TZVPD basis set) results for the ion C5H11N4 with charge +1.

Computed properties:
**Largest force on an atom**: 0.09000 hartree/bohr
**HOMO-LUMO gap**: 10.310 eV
**2S+1**: 1
**Total charge**: +1
**LUMO**: -3.1549 eV
**Highest occupied orbital energy**: -0.4948 Eh

Atoms and positions in Å:
H  -1.884  -0.983  1.455
N  -0.919  -0.740  1.516
C  -0.658  0.166  2.368
N  0.544  0.675  2.758
C  1.772  0.597  1.935
N  1.460  0.236  0.652
C  0.636  -0.047  -0.159
N  0.258  -0.135  -1.372
C  -0.084  -1.565  -1.808
C  -0.124  0.948  -2.205
H  -1.427  0.551  3.186
H  0.501  1.301  3.599
H  2.451  -0.167  2.268
H  2.240  1.505  1.976
H  -1.107  -1.870  -1.698
H  0.212  -1.692  -2.741
H  0.557  -2.226  -1.232
H  -0.389  0.457  -3.132
H  -1.006  1.358  -1.701
H  0.591  1.734  -2.304

Atomic partial charges in e from the Mulliken method, atoms 1 to 2: number 1, H, carries 0.217; number 2, N, carries -0.547

***

# 3
DFT (ωB97M-V with the def2-TZVPD basis set) results for a structure of composition C5H11N4.

Computed properties:
**Largest force on an atom**: 0.09283 hartree/bohr
**HOMO-LUMO gap (alpha / beta)**: 4.906 / 5.523 eV
**2S+1**: 3
**Total charge**: +1
**LUMO (alpha / beta)**: -3.7003 / -8.3060 eV
**Highest occupied orbital energy (alpha / beta)**: -0.3163 / -0.5082 Eh

Atoms and positions in Å:
C  -2.053  1.957  1.457
C  -1.667  1.947  -0.626
C  0.033  -0.378  -1.148
C  0.851  -2.235  0.204
C  2.296  -0.359  -0.290
N  -2.383  2.604  0.322
N  -1.231  0.895  1.234
N  -1.057  0.891  -0.118
N  1.012  -0.987  -0.513
H  -2.584  2.145  2.384
H  -1.717  2.147  -1.674
H  -1.232  0.168  1.856
H  0.383  0.308  -1.982
H  -0.863  -0.965  -1.315
H  0.923  -3.062  -0.540
H  1.474  -2.246  1.020
H  -0.073  -2.412  0.609
H  2.675  -0.520  0.663
H  3.196  -0.623  -0.941
H  2.020  0.724  -0.601

Atomic partial charges in e from the Mulliken method, atoms 1 to 2: number 1, C, carries -0.179; number 2, C, carries -0.136

***

# 4
DFT (ωB97M-V with the def2-TZVPD basis set) results for an isolated molecule of C5H11N5.

Computed properties:
**Largest force on an atom**: 0.16162 hartree/bohr
**HOMO-LUMO gap**: 9.305 eV
**2S+1**: 1
**LUMO**: 0.5373 eV
**Highest occupied orbital energy**: -0.3222 Eh

Atoms and positions in Å:
N  -0.044  -1.296  -3.521
C  0.094  -1.166  -2.308
C  0.595  -0.810  -0.856
C  1.118  0.530  -0.990
N  -0.261  1.265  -0.947
C  -0.949  1.306  0.429
N  -0.299  1.623  1.658
N  -1.315  -0.052  0.607
C  -0.374  -1.131  0.165
N  0.480  -1.651  1.359
H  1.438  -1.584  -0.792
H  1.487  0.947  0.124
H  1.573  0.825  -1.882
H  -0.135  2.364  -1.563
H  -1.971  1.819  0.420
H  0.432  1.193  2.044
H  -0.159  2.623  1.705
H  -1.638  -0.184  1.761
H  -1.041  -2.084  -0.241
H  -0.015  -2.032  2.217
H  0.986  -2.504  0.612

Atomic partial charges in e from the Mulliken method, atoms 1 to 2: number 1, N, carries -0.544; number 2, C, carries 0.091

***

# 5
DFT (ωB97M-V with the def2-TZVPD basis set) results for the ion C5H11N6O4 with charge +1.

Computed properties:
**Largest force on an atom**: 0.11130 hartree/bohr
**HOMO-LUMO gap**: 9.944 eV
**2S+1**: 1
**Total charge**: +1
**LUMO**: -3.6557 eV
**Highest occupied orbital energy**: -0.4998 Eh

Atoms and positions in Å:
O  1.972  -1.940  -1.159
N  0.798  -2.168  -1.218
O  0.192  -3.164  -1.389
C  -0.121  -0.890  -0.934
N  -1.304  -1.102  -1.892
O  -1.104  -0.849  -3.020
O  -2.337  -1.422  -1.407
N  0.497  0.352  -1.371
C  1.520  0.915  -0.570
N  1.148  0.872  0.872
C  -0.112  1.763  1.215
N  -1.320  1.256  0.608
C  -1.536  -0.165  0.841
N  -0.463  -0.973  0.403
C  0.628  -0.578  1.183
H  0.168  0.839  -2.186
H  2.426  0.360  -0.423
H  1.649  2.012  -0.916
H  1.801  1.030  1.624
H  0.123  2.831  0.887
H  -0.286  1.916  2.398
H  -2.192  1.712  1.007
H  -1.667  -0.369  1.964
H  -2.447  -0.433  0.270
H  0.403  -0.552  2.214
H  1.564  -1.251  0.998

Atomic partial charges in e from the Mulliken method, atoms 1 to 2: number 1, O, carries -0.552; number 2, N, carries 1.026

***

# 6
DFT (ωB97M-V with the def2-TZVPD basis set) results for a cluster of 2 separate species, C5H11N7 in total.

Computed properties:
**Largest force on an atom**: 0.08232 hartree/bohr
**HOMO-LUMO gap**: 3.915 eV
**2S+1**: 1
**Total charge**: +2
**LUMO**: -10.2875 eV
**Highest occupied orbital energy**: -0.5219 Eh

Atoms and positions in Å:
C  -2.758  -1.396  1.251
C  -3.169  -0.269  0.734
C  1.424  -0.660  -0.322
C  -0.946  -0.479  0.289
C  -1.959  1.569  -0.543
N  0.311  -0.232  -0.148
N  5.155  -0.552  0.055
N  -1.430  -1.589  0.967
N  -4.443  0.371  0.569
N  2.546  -0.801  -0.626
N  5.229  0.631  0.387
N  -2.020  0.282  0.140
H  -3.272  -2.207  1.695
H  -2.638  1.752  -1.360
H  -2.188  2.470  0.107
H  -0.903  1.668  -0.958
H  -0.805  -2.360  1.387
H  -5.343  0.186  1.072
H  -4.604  0.944  -0.316
H  5.981  -1.125  0.120
H  3.520  -1.117  -0.646
H  4.254  1.145  0.313
H  6.147  1.210  0.525

Atomic partial charges in e from the Mulliken method, atoms 1 to 2: number 1, C, carries -0.654; number 2, C, carries 0.436

***

# 7
DFT (ωB97M-V with the def2-TZVPD basis set) results for a cluster of 2 separate species, C5H11NO in total.

Computed properties:
**Largest force on an atom**: 0.04991 hartree/bohr
**HOMO-LUMO gap (alpha / beta)**: 4.047 / 6.781 eV
**2S+1**: 2
**Total charge**: -1
**LUMO (alpha / beta)**: 3.9764 / 3.8425 eV
**Highest occupied orbital energy (alpha / beta)**: -0.0026 / -0.1080 Eh

Atoms and positions in Å:
C  -3.257  0.812  0.145
C  -2.290  0.279  1.177
C  -0.944  -0.164  0.563
C  -0.338  0.173  -0.633
N  0.543  -0.702  -1.251
C  1.510  -1.246  -0.519
H  -4.096  1.434  0.512
H  -2.681  1.369  -0.590
H  -3.751  -0.061  -0.289
H  -2.100  1.091  1.899
H  -2.563  -0.486  1.919
H  -0.425  -0.738  1.299
H  -0.643  0.947  -1.347
H  2.315  -1.862  -0.980
H  1.658  -1.239  0.556
H  3.611  -0.198  0.002
H  4.793  0.358  0.743
O  4.047  0.649  0.219

Atomic partial charges in e from the Mulliken method, atoms 1 to 2: number 1, C, carries -1.012; number 2, C, carries -0.381

***

# 8
DFT (ωB97M-V with the def2-TZVPD basis set) results for the ion C5H11NO with charge -1.

Computed properties:
**Largest force on an atom**: 0.07122 hartree/bohr
**HOMO-LUMO gap (alpha / beta)**: 3.208 / 7.294 eV
**2S+1**: 2
**Total charge**: -1
**LUMO (alpha / beta)**: 3.8315 / 3.7686 eV
**Highest occupied orbital energy (alpha / beta)**: 0.0229 / -0.1296 Eh

Atoms and positions in Å:
C  -2.477  -0.755  -0.833
C  -1.369  -1.784  -0.550
C  -0.161  -1.161  0.134
C  0.301  0.229  -0.667
C  1.173  1.215  0.216
N  0.830  0.964  1.729
O  2.261  1.744  -0.154
H  -2.705  -0.655  0.265
H  -2.654  0.314  -1.029
H  -3.278  -1.203  -1.562
H  -0.936  -2.130  -1.472
H  -1.875  -2.847  -0.174
H  0.619  -1.949  0.236
H  -0.303  -1.095  1.270
H  -0.778  0.662  -0.862
H  0.870  -0.007  -1.597
H  1.137  1.703  2.370
H  1.199  0.033  1.878

Atomic partial charges in e from the Mulliken method, atoms 1 to 2: number 1, C, carries -1.026; number 2, C, carries -0.484

***

- Which formula does entry 7 have?
  C5H11NO

***

- Which value of largest force on an atom does entry 5 give?
  0.11130 hartree/bohr

***

- Which of these has the highest largest force on an atom?
  C5H11N5